## w
13
Properties=species:S:1:pos:R:3 method="wB97M-V/def2-TZVPD" charge=0 e_homo_ha=-0.3403 mol_weight_g_mol=79.168 homo_lumo_gap_ev=10.2 smiles=CCN.S
C 1.05 -0.09 1.06
C 0.92 -0.26 -0.45
N -0.44 -0.67 -0.84
H 2.00 0.37 1.32
H 0.24 0.45 1.57
H 1.01 -1.06 1.58
H 1.36 0.50 -1.09
H 1.65 -1.08 -0.60
H -0.70 -1.43 -0.23
H -0.35 -0.92 -1.81
S -2.69 1.78 0.05
H -2.03 1.67 -1.11
H -2.02 0.74 0.54


## x
13
Properties=species:S:1:pos:R:3 method="wB97M-V/def2-TZVPD" charge=0 e_homo_ha=-0.3208 mol_weight_g_mol=79.168 homo_lumo_gap_ev=9.6 smiles=CSC.N
C -1.36 -0.85 1.55
S 0.15 0.22 1.59
C 1.04 -0.71 0.32
H -2.10 -0.37 2.23
H -1.06 -1.88 1.99
H -1.99 -1.03 0.64
H 0.73 -1.59 -0.37
H 1.49 -0.09 -0.43
H 2.03 -0.98 0.85
N 0.08 1.92 -2.18
H 0.57 0.94 -2.20
H -0.17 1.95 -1.15
H 0.57 2.46 -2.85


Most stable structure, least stable structure: w, x.


## w
13
Properties=species:S:1:pos:R:3 method="wB97M-V/def2-TZVPD" charge=0 e_homo_ha=-0.3336 mol_weight_g_mol=79.168 homo_lumo_gap_ev=10.1 smiles=CN.CS
C 2.43 -0.39 -0.22
N 1.55 -0.05 -1.32
H 2.74 -1.43 -0.05
H 1.96 -0.10 0.71
H 3.36 0.17 -0.33
H 1.95 -0.27 -2.23
H 0.69 -0.56 -1.20
C -2.85 0.34 1.05
S -1.58 0.04 -0.20
H -2.81 1.19 1.72
H -2.91 -0.54 1.68
H -3.80 0.50 0.53
H -0.72 1.09 -0.15


## x
13
Properties=species:S:1:pos:R:3 method="wB97M-V/def2-TZVPD" charge=0 e_homo_ha=-0.3415 mol_weight_g_mol=79.168 homo_lumo_gap_ev=10.3 smiles=CNC.S
C -0.60 1.66 -0.89
N -0.57 1.39 0.55
C 0.55 2.12 1.16
H -0.65 2.73 -1.11
H -1.45 1.17 -1.35
H 0.32 1.26 -1.32
H -1.41 1.81 0.93
H 0.49 3.20 1.01
H 0.57 1.87 2.23
H 1.49 1.78 0.74
S 0.28 -2.53 -0.46
H 0.26 -2.62 0.87
H 0.19 -1.20 -0.45


Most stable structure, least stable structure: x, w.


## w
13
Properties=species:S:1:pos:R:3 method="wB97M-V/def2-TZVPD" charge=0 e_homo_ha=-0.3296 mol_weight_g_mol=79.168 homo_lumo_gap_ev=9.8
N -1.62 1.43 -1.85
H -1.17 1.81 -2.74
H 1.43 -3.17 4.07
H -1.05 0.61 -1.47
H -2.54 1.15 -2.21
C 0.09 -1.03 0.98
C -0.39 0.37 0.91
S 1.00 -0.11 -0.28
H 2.01 -2.84 3.63
H -0.23 -1.93 0.56
H 0.53 -1.33 1.93
H -1.27 0.57 0.37
H -0.51 0.77 1.96


## x
13
Properties=species:S:1:pos:R:3 method="wB97M-V/def2-TZVPD" charge=0 e_homo_ha=-0.3155 mol_weight_g_mol=79.168 homo_lumo_gap_ev=6.3
N -2.08 -0.84 -1.71
H -2.35 -0.27 -0.96
H 1.00 3.21 0.76
H -1.46 -0.25 -2.26
H -1.42 -1.55 -1.35
C -0.69 -0.79 1.05
C -0.13 0.51 0.78
S 1.56 0.21 -0.06
H 1.01 3.56 1.42
H -0.88 -1.18 2.01
H -0.80 -1.45 0.26
H 0.23 0.92 1.72
H -0.77 1.32 0.36


Most stable structure, least stable structure: w, x.


## w
30
Properties=species:S:1:pos:R:3 method="wB97M-V/def2-TZVPD" charge=0 e_homo_ha=-0.3258 mol_weight_g_mol=209.245 homo_lumo_gap_ev=9.1 smiles="CC/C=[N+](/[O-])O.CC(=O)c1ccccc1"
C -4.19 -0.61 0.79
C -3.13 0.16 0.03
C -1.89 -0.28 0.68
N -1.10 0.47 1.32
O -0.01 0.23 1.73
O -1.58 1.86 1.47
H -4.28 -0.27 1.81
H -5.22 -0.47 0.40
H -4.05 -1.67 0.55
H -3.21 -0.15 -0.94
H -3.45 1.18 0.03
H -1.62 -1.33 0.52
H -0.98 2.10 2.16
C -0.62 0.63 -2.20
C 0.55 -0.27 -1.78
O 0.45 -1.50 -1.98
C 1.65 0.32 -0.97
C 2.09 1.66 -0.90
C 3.06 2.01 0.04
C 3.79 1.06 0.68
C 3.55 -0.32 0.48
C 2.36 -0.66 -0.22
H -0.81 1.50 -1.46
H -1.50 0.11 -2.25
H -0.51 1.08 -3.18
H 1.65 2.34 -1.58
H 3.33 3.06 0.27
H 4.54 1.36 1.43
H 4.06 -1.18 0.94
H 2.04 -1.64 0.01


## x
30
Properties=species:S:1:pos:R:3 method="wB97M-V/def2-TZVPD" charge=0 e_homo_ha=-0.3224 mol_weight_g_mol=209.245 homo_lumo_gap_ev=7.3 smiles="CC1=C(C)C(=O)C(N(C)CCO)=CC1=O"
C 2.64 0.48 2.53
C 1.70 0.02 1.54
C 0.44 -0.56 1.95
C 0.04 -0.67 3.47
C -0.53 -0.78 0.89
O -1.73 -1.01 1.15
C -0.18 -0.48 -0.58
N -1.18 -0.39 -1.54
C -1.89 -1.67 -1.76
C -1.08 0.51 -2.78
C -0.95 1.93 -2.36
O -2.03 2.36 -1.53
C 1.18 -0.22 -0.88
C 2.00 0.05 0.16
O 3.19 0.07 -0.19
H 2.28 0.27 3.53
H 3.52 -0.16 2.38
H 3.07 1.46 2.36
H 0.44 -0.01 4.28
H 0.28 -1.68 3.68
H -1.01 -0.45 3.54
H -1.53 -2.37 -1.08
H -1.69 -2.15 -2.80
H -2.97 -1.71 -1.55
H -2.06 0.48 -3.40
H -0.23 0.18 -3.39
H -1.02 2.73 -3.09
H 0.01 2.08 -1.88
H -2.11 1.76 -0.70
H 1.39 -0.07 -1.96


Most stable structure, least stable structure: x, w.


## w
20
Properties=species:S:1:pos:R:3 method="wB97M-V/def2-TZVPD" charge=+1 e_homo_ha="-0.5190 / -0.5190" mol_weight_g_mol=110.180 homo_lumo_gap_ev="8.8 / 8.8"
C 0.10 1.17 1.65
C -1.00 0.99 0.94
C -2.59 -1.05 -0.17
C -2.81 0.17 -0.46
C 1.96 -1.23 -0.18
C 0.87 1.58 -0.67
C 0.56 -0.84 0.19
N 0.39 0.60 0.35
H 0.66 1.70 2.39
H -3.26 -1.81 -0.71
H -2.03 -1.47 0.66
H -2.84 1.08 -0.98
H 1.94 -2.26 -0.04
H 2.20 -0.88 -1.21
H 2.70 -0.74 0.39
H 1.99 1.47 -0.96
H 0.35 1.49 -1.61
H 0.72 2.63 -0.18
H 0.29 -1.45 1.11
H -0.20 -1.16 -0.50


## x
20
Properties=species:S:1:pos:R:3 method="wB97M-V/def2-TZVPD" charge=+1 e_homo_ha=-0.4921 mol_weight_g_mol=110.180 homo_lumo_gap_ev=9.9 smiles="C=C1C=CC[N+]1(C)C"
C -1.24 -0.29 -1.81
C -1.00 -0.18 -0.50
C -1.90 -0.36 0.63
C -1.17 -0.16 1.75
C 0.22 0.37 1.49
N 0.40 0.20 -0.01
C 1.11 1.34 -0.57
C 1.25 -1.09 -0.27
H -0.47 -0.29 -2.57
H -2.20 -0.68 -2.09
H -2.95 -0.89 0.64
H -1.56 -0.19 2.86
H 0.26 1.36 1.83
H 1.12 -0.11 1.86
H 2.09 1.26 -0.30
H 0.99 1.43 -1.64
H 0.76 2.41 -0.26
H 2.16 -0.96 0.47
H 0.61 -1.96 -0.14
H 1.50 -1.23 -1.37


Most stable structure, least stable structure: x, w.


## w
25
Properties=species:S:1:pos:R:3 method="wB97M-V/def2-TZVPD" charge=+1 e_homo_ha=-0.4492 mol_weight_g_mol=121.204 homo_lumo_gap_ev=9.3
C -1.19 -0.10 -1.48
C -0.86 0.67 -0.22
C 0.24 0.29 0.77
C 1.47 -0.35 0.10
C 2.64 0.67 0.07
N 2.33 1.89 -0.61
N -2.24 0.51 0.63
H -0.85 -1.15 -1.49
H -2.20 -0.16 -1.89
H -0.56 0.24 -2.30
H -0.85 1.74 -0.35
H 0.46 1.20 1.34
H -0.11 -0.42 1.53
H 1.74 -1.26 0.64
H 1.23 -0.62 -0.93
H 3.39 0.08 -0.48
H 3.02 0.85 1.08
H 2.70 2.14 -1.51
H 2.41 2.69 -0.01
H -2.22 -0.38 1.12
H -2.30 1.21 1.36
H -2.93 0.55 -0.11
H -1.71 -3.62 0.14
H -1.66 -3.56 1.71
O -1.95 -3.11 0.88


## x
25
Properties=species:S:1:pos:R:3 method="wB97M-V/def2-TZVPD" charge=+1 e_homo_ha=-0.5087 mol_weight_g_mol=121.204 homo_lumo_gap_ev=5.7
N -1.32 -0.99 -0.35
C -0.65 0.08 -1.09
C -1.65 1.03 -1.73
C 0.22 0.84 -0.08
N 1.11 -0.04 0.49
C 1.83 0.49 1.58
C 2.92 -2.19 -0.57
H 3.05 -2.79 -1.47
H -0.78 -1.16 0.49
H -1.50 -1.82 -0.90
H 0.12 -0.27 -1.78
H -2.06 1.74 -1.02
H -2.44 0.46 -2.19
H -1.16 1.65 -2.49
H -0.49 1.15 0.76
H 0.70 1.77 -0.40
H 2.52 -0.29 1.90
H 1.11 0.67 2.40
H 2.27 1.46 1.33
H 2.99 -2.85 0.29
H 3.76 -1.50 -0.61
H 1.99 -1.63 -0.52
H -2.58 0.14 1.04
H -2.74 0.95 2.32
O -2.39 1.01 1.42


Most stable structure, least stable structure: w, x.